Record 1
C17H22N4O5 | the ωB97M-V functional and the def2-TZVPD basis

Cartesian coordinates (Å):
O  -3.47  1.11  -3.40
O  -5.48  0.73  -2.45
O  2.16  -3.09  -1.42
O  2.39  1.97  0.48
O  -1.91  0.12  1.05
N  0.70  0.58  1.09
N  3.34  0.46  4.62
N  -2.17  0.79  -1.08
N  1.83  2.50  3.49
C  -1.42  0.47  -0.01
C  2.46  -1.90  -2.12
C  2.93  0.41  3.36
C  0.54  -0.70  -1.03
C  -6.10  0.87  -3.74
C  -5.93  -1.37  -5.16
C  3.46  1.61  6.75
C  2.24  2.55  4.75
C  0.09  0.53  -0.22
C  2.52  -4.24  -2.14
C  2.18  1.43  2.79
C  1.77  1.37  1.34
C  -6.00  -0.36  -4.52
C  2.04  -0.71  -1.29
C  -4.14  0.85  -2.43
C  -3.60  0.64  -1.05
C  3.00  1.54  5.33
H  3.10  2.52  7.24
H  3.60  -4.26  -2.33
H  1.99  -4.30  -3.09
H  3.54  -1.86  -2.33
H  2.35  0.20  -1.80
H  -5.86  -2.26  -5.73
H  2.26  -5.11  -1.53
H  -7.14  1.10  -3.53
H  -5.64  1.70  -4.28
H  4.55  1.59  6.79
H  1.95  3.42  5.32
H  0.12  0.26  1.85
H  0.36  1.44  -0.76
H  -1.76  1.04  -1.97
H  -3.89  -0.34  -0.69
H  3.21  -0.47  2.79
H  1.94  -1.90  -3.09
H  0.01  -0.70  -1.98
H  2.59  -0.74  -0.34
H  0.25  -1.60  -0.49
H  3.10  0.74  7.31
H  -4.07  1.37  -0.37

HOMO energy: -9.36 eV
Energy: -1256.19239 hartree
SMILES: C#CCOC(=O)CNC(=O)[C@H](CCCOC)NC(=O)c1cnc(C)cn1
Molecular weight: 362.39 g/mol
Energy relative to the best compared isomer or geometry (same formula, charge and spin): 2.233 eV
LUMO energy: 0.6 eV
Orbital gap: 9.92 eV
Strongest force on any atom: 0.1 eV/Å


Record 2
C17H22N8O3S | the ωB97M-V functional and the def2-TZVPD basis

Cartesian coordinates (Å):
S  3.80  1.99  -4.43
O  -4.72  -2.84  1.15
O  2.48  0.64  0.13
O  -5.03  0.15  5.41
N  -0.93  2.47  1.98
N  -1.86  1.46  1.87
N  -3.77  -0.88  3.91
N  -1.52  0.58  1.00
N  2.37  3.57  -2.59
N  -4.45  -0.61  1.14
N  1.89  2.74  -0.40
N  -0.34  1.01  0.52
C  4.61  -2.20  -2.69
C  -5.24  -0.30  -0.05
C  5.04  -0.61  -4.60
C  -5.92  -1.89  4.59
C  3.85  0.21  -2.51
C  0.01  2.18  1.13
C  -4.87  -0.80  4.66
C  4.13  -1.07  -1.76
C  3.14  1.37  -1.99
C  4.26  0.41  -3.81
C  1.84  3.72  -1.40
C  5.65  -1.68  -3.69
C  2.55  1.56  -0.68
C  -4.24  -1.83  1.64
C  -3.44  -1.93  2.94
C  3.03  2.39  -2.90
C  1.28  2.98  0.92
H  -4.00  0.17  1.61
H  -6.70  -1.68  5.31
H  5.84  -0.11  -5.16
H  -2.38  -1.85  2.69
H  0.34  0.43  0.03
H  5.04  -3.01  -2.09
H  1.04  4.04  1.05
H  1.33  4.66  -1.19
H  -5.46  -2.85  4.82
H  4.37  -1.08  -5.33
H  6.03  -2.51  -4.29
H  3.23  -1.41  -1.24
H  4.89  -0.87  -0.99
H  6.50  -1.25  -3.14
H  -3.60  -2.92  3.38
H  3.75  -2.60  -3.24
H  -3.11  -0.12  4.03
H  -5.75  -1.19  -0.42
H  -4.58  0.08  -0.84
H  -5.99  0.46  0.19
H  -6.35  -1.92  3.59
H  1.99  2.72  1.71

HOMO energy: -8.93 eV
Energy: -1723.00125 hartree
SMILES: O=c1c2c3c(sc2ncn1Cc1nnn[nH]1)CCCC3.CNC(=O)CNC(C)=O
Molecular weight: 418.48 g/mol
LUMO energy: -0.2 eV
Orbital gap: 8.71 eV
Strongest force on any atom: 2.1 eV/Å


Record 3
C17H22O5 | the ωB97M-V functional and the def2-TZVPD basis

Cartesian coordinates (Å):
O  -4.60  0.32  -0.18
O  2.35  -0.13  -0.36
O  8.24  -1.96  0.57
O  -4.62  -1.10  1.43
O  8.57  0.08  0.04
C  5.88  0.56  -0.23
C  -4.71  -0.78  0.37
C  6.42  -0.83  0.10
C  -5.07  -1.72  -0.61
C  7.70  -0.90  0.33
C  -7.61  -2.33  -0.49
C  4.60  0.86  -0.59
C  -6.51  -1.55  -0.93
C  5.40  -1.70  0.43
C  4.20  -1.27  0.18
C  0.21  1.39  -0.61
C  -0.22  0.96  0.78
C  -2.66  1.83  0.20
C  3.68  -0.02  -0.13
C  -1.81  0.70  0.74
C  -4.21  1.40  0.71
C  1.69  1.40  -0.75
H  -4.73  -1.61  -1.39
H  -4.73  2.39  0.49
H  6.77  1.38  -0.59
H  -7.55  -3.38  0.00
H  2.16  2.25  0.02
H  -0.13  2.20  -1.13
H  -1.97  -0.29  0.25
H  -6.98  -0.56  -1.23
H  -0.04  1.96  1.39
H  0.26  0.17  1.13
H  -8.78  -2.15  -0.80
H  -4.34  1.36  1.62
H  3.32  -2.07  0.58
H  0.02  0.29  -1.17
H  -2.35  2.94  0.89
H  -5.03  -2.86  0.04
H  -2.05  0.32  1.85
H  2.06  1.52  -1.54
H  5.74  -2.63  0.57
H  9.55  -0.09  -0.28
H  -2.44  1.98  -0.91
H  4.31  1.68  -0.78

HOMO energy: -8.62 eV
Energy: -1036.63168 hartree
Molecular weight: 306.36 g/mol
Energy relative to the best compared isomer or geometry (same formula, charge and spin): 15.776 eV
LUMO energy: 0.1 eV
Orbital gap: 8.76 eV
Strongest force on any atom: 17.7 eV/Å


Record 4
C17H23AuNO4P2S2 | the ωB97M-V functional and the def2-TZVPD basis

Cartesian coordinates (Å):
Au  0.54  1.02  -0.87
S  -1.53  2.01  -1.55
S  -0.70  -1.16  -1.26
P  -2.15  0.10  -1.85
P  2.55  -0.02  -0.53
O  -0.16  1.06  1.50
O  -3.56  -0.33  -1.37
O  -2.36  -0.08  -3.43
O  -2.24  0.25  0.93
N  -1.46  1.06  1.51
C  3.74  -2.12  -4.43
C  3.92  1.04  -0.03
C  6.27  1.46  0.29
C  3.99  -0.76  -4.25
C  2.85  -2.25  -2.20
C  -4.73  0.47  -1.66
C  3.67  -0.15  -3.05
C  3.62  2.27  0.56
C  3.17  -2.86  -3.40
C  3.10  -0.89  -2.02
C  -5.53  0.60  -0.39
C  -0.32  -0.53  -4.73
C  2.39  -1.25  0.79
C  5.97  2.69  0.88
C  4.65  3.09  1.01
C  5.25  0.64  -0.16
C  -1.47  0.41  -4.45
H  7.30  1.15  0.19
H  2.59  2.58  0.66
H  3.31  -1.81  0.92
H  2.40  -2.83  -1.41
H  3.85  0.91  -2.92
H  2.14  -0.69  1.70
H  0.38  -0.57  -3.90
H  -5.28  -0.04  -2.45
H  5.48  -0.32  -0.61
H  -6.42  1.20  -0.58
H  0.22  -0.17  -5.61
H  1.55  -1.91  0.58
H  -0.69  -1.54  -4.93
H  -2.10  0.52  -5.33
H  4.41  4.04  1.46
H  -5.84  -0.38  -0.03
H  6.77  3.33  1.22
H  -4.42  1.45  -2.04
H  -1.11  1.40  -4.16
H  4.43  -0.18  -5.05
H  2.97  -3.91  -3.54
H  3.99  -2.60  -5.37
H  -4.92  1.08  0.38

HOMO energy (alpha / beta): -5.04 / -8.17 eV
Energy: -2631.99453 hartree
Molecular weight: 628.42 g/mol
Expectation value of S²: 3.767
Energy relative to the best compared isomer or geometry (same formula, charge and spin): 0.000 eV
2S+1: 4
LUMO energy (alpha / beta): 0.3 / -2.3 eV
Orbital gap (alpha / beta): 5.33 / 5.89 eV
Strongest force on any atom: 0.9 eV/Å


Record 5
C17H23BrGeKN7 | the ωB97M-V functional and the def2-TZVPD basis

Cartesian coordinates (Å):
Br  -0.35  0.39  7.46
Ge  -0.67  -3.63  -0.79
K  -0.53  -0.11  -0.12
N  -0.82  2.28  -0.98
N  -3.10  2.46  -0.71
N  -2.17  3.49  -2.52
N  -1.14  4.60  -4.23
N  0.20  3.52  -2.71
N  1.70  0.99  -0.84
N  -0.48  0.26  2.80
C  1.59  2.25  -1.25
C  -0.54  -0.86  3.52
C  -2.00  -2.26  -0.80
C  3.92  2.65  -0.95
C  -0.34  1.51  4.84
C  -0.50  -0.88  4.91
C  2.68  3.11  -1.33
C  -0.40  0.34  5.57
C  0.24  2.71  -1.67
C  0.90  -3.14  -1.90
C  -0.38  1.41  3.46
C  -1.21  -5.47  -1.38
C  -2.00  2.75  -1.42
C  2.91  0.54  -0.51
C  0.10  -3.90  1.03
C  -1.03  3.85  -3.12
C  4.05  1.33  -0.53
H  -2.06  4.74  -4.61
H  0.62  -3.01  -2.94
H  -0.68  -3.97  1.79
H  -2.88  -2.55  -0.22
H  -0.38  -6.17  -1.28
H  0.78  -3.08  1.30
H  -3.98  2.64  -1.16
H  5.00  0.92  -0.23
H  -0.55  -1.81  5.46
H  -0.62  -1.79  2.97
H  -0.33  4.77  -4.79
H  2.97  -0.50  -0.21
H  -2.32  -2.06  -1.84
H  -3.05  1.73  -0.01
H  2.54  4.12  -1.69
H  -2.04  -5.83  -0.77
H  1.36  -2.21  -1.55
H  4.79  3.30  -0.98
H  0.68  -4.83  1.06
H  -0.33  2.31  2.84
H  -1.53  -5.45  -2.42
H  -0.26  2.47  5.33
H  1.66  -3.93  -1.86

HOMO energy: -5.42 eV
Energy: -6295.78056 hartree
Molecular weight: 517.03 g/mol
Energy relative to the best compared isomer or geometry (same formula, charge and spin): 0.296 eV
LUMO energy: -0.2 eV
Orbital gap: 5.21 eV
Strongest force on any atom: 1.0 eV/Å


Record 6
C17H23Cl3MgNSi2 | the ωB97M-V functional and the def2-TZVPD basis

Cartesian coordinates (Å):
Cl  -3.74  0.77  0.87
Cl  -5.09  2.27  -1.77
Cl  -4.79  -0.97  -1.78
Si  -0.94  -1.90  0.12
Si  -3.61  0.77  -1.40
Mg  -1.19  0.73  0.17
N  1.08  0.92  -0.74
C  2.63  -3.94  1.13
C  1.55  -3.44  0.43
C  0.74  -2.40  2.41
C  -0.83  -2.61  -1.65
C  1.53  2.17  -0.13
C  -0.87  2.84  0.14
C  -1.83  3.86  0.16
C  -1.50  5.20  -0.03
C  -2.39  -2.86  0.89
C  2.77  -3.68  2.49
C  -0.18  5.57  -0.24
C  2.09  -0.12  -0.53
C  0.57  -2.65  1.04
C  0.46  3.25  -0.09
C  0.81  1.08  -2.17
C  0.80  4.58  -0.28
C  1.81  -2.91  3.13
H  0.43  0.14  -2.58
H  -2.28  5.96  -0.01
H  1.73  1.35  -2.72
H  1.85  1.92  0.89
H  0.08  6.61  -0.40
H  1.84  4.86  -0.47
H  -2.25  -3.94  0.79
H  -0.83  -3.70  -1.66
H  1.91  -2.69  4.18
H  -2.49  -2.62  1.95
H  -1.71  -2.27  -2.22
H  1.76  -1.05  -0.99
H  0.01  -1.79  2.93
H  0.07  1.85  -2.33
H  -3.33  -2.58  0.40
H  0.05  -2.27  -2.20
H  2.43  2.55  -0.65
H  1.46  -3.67  -0.63
H  3.62  -4.07  3.04
H  3.37  -4.55  0.62
H  3.06  0.16  -0.96
H  2.22  -0.31  0.54
H  -2.87  3.61  0.32

HOMO energy: -4.40 eV
Total charge: -1
Energy: -2876.24504 hartree
Molecular weight: 428.21 g/mol
Energy relative to the best compared isomer or geometry (same formula, charge and spin): 0.484 eV
LUMO energy: 2.7 eV
Orbital gap: 7.07 eV
Strongest force on any atom: 0.4 eV/Å


Record 7
C17H23F2N3OS | the ωB97M-V functional and the def2-TZVPD basis

Cartesian coordinates (Å):
S  0.53  -1.79  3.62
F  -4.04  -4.51  -3.43
F  -4.90  -2.35  -3.61
O  -2.62  -2.87  -3.76
N  0.76  -0.91  1.36
N  2.12  0.14  2.68
N  1.44  3.01  0.30
C  -3.88  -3.07  -4.02
C  2.64  3.62  0.00
C  -1.08  -2.03  0.05
C  -2.23  -2.51  -0.17
C  -2.95  -2.64  -1.20
C  -1.58  -3.42  2.84
C  1.14  -0.78  2.63
C  -0.66  -2.48  2.51
C  2.88  4.87  1.05
C  -0.28  -1.77  1.05
C  1.09  2.04  -0.96
C  -2.19  -2.56  -2.43
C  1.42  2.49  1.63
C  2.64  1.10  1.78
C  -0.94  -1.98  -2.31
C  -0.09  -2.07  -1.17
C  -0.07  2.77  -1.68
H  -0.28  -1.80  -3.51
H  1.80  5.49  0.92
H  0.53  3.55  -2.26
H  -2.55  -3.06  3.00
H  2.26  0.45  3.68
H  -2.90  -2.54  0.63
H  0.29  1.96  1.91
H  -3.87  -3.33  -5.21
H  0.70  -1.57  -1.16
H  0.37  1.22  -0.41
H  -1.12  -4.31  3.59
H  3.69  5.58  0.44
H  -0.89  3.09  -1.21
H  2.57  0.48  0.96
H  2.61  3.99  -0.99
H  3.13  4.69  2.06
H  1.74  1.55  -1.46
H  3.62  1.42  1.99
H  -1.73  -4.09  1.92
H  3.55  3.12  -0.14
H  -3.96  -3.09  -1.42
H  1.77  2.98  2.35
H  -0.44  1.91  -2.46

HOMO energy: -6.77 eV
Energy: -1498.45020 hartree
Molecular weight: 355.45 g/mol
Energy relative to the best compared isomer or geometry (same formula, charge and spin): 15.808 eV
LUMO energy: -0.2 eV
Orbital gap: 6.53 eV
Strongest force on any atom: 15.3 eV/Å


Record 8
C17H23F3N6O | the ωB97M-V functional and the def2-TZVPD basis

Cartesian coordinates (Å):
F  0.72  -5.62  -0.98
F  1.07  -4.91  1.02
F  -0.70  -6.03  0.57
O  0.19  1.54  2.97
N  1.58  -0.02  -1.76
N  1.86  0.15  0.37
N  1.58  -1.13  0.07
N  1.12  3.06  -1.69
N  1.42  -1.20  -1.19
N  0.08  -0.66  2.43
C  1.85  0.84  -0.80
C  -1.00  1.97  -0.84
C  2.02  0.56  1.73
C  0.12  -5.08  0.08
C  -1.48  -2.18  -1.73
C  -1.25  -0.93  2.93
C  -0.61  -3.80  -0.22
C  1.08  2.69  -3.09
C  -0.18  3.25  -1.07
C  0.65  0.55  2.45
C  -1.97  -1.45  -0.67
C  -0.06  4.04  0.24
C  -0.78  -3.36  -1.52
C  -1.78  -1.88  0.64
C  -1.11  -3.08  0.86
C  2.10  2.31  -0.94
C  -2.28  -1.04  1.79
H  0.25  3.40  1.07
H  -1.52  -0.10  3.59
H  0.51  -1.39  1.87
H  -0.99  1.34  -1.73
H  -3.19  -1.48  2.20
H  0.37  3.34  -3.60
H  -1.62  -1.82  -2.74
H  -0.97  -3.46  1.86
H  -2.03  2.24  -0.61
H  2.44  1.56  1.78
H  0.80  1.64  -3.26
H  -1.02  4.47  0.50
H  3.06  2.43  -1.46
H  2.69  -0.14  2.24
H  0.66  4.84  0.12
H  -1.22  -1.85  3.52
H  -2.50  -0.53  -0.85
H  2.07  2.84  -3.51
H  -0.61  1.40  0.00
H  -0.37  -3.92  -2.34
H  -0.73  3.88  -1.78
H  2.19  2.76  0.05
H  -2.51  -0.04  1.42

HOMO energy: -8.69 eV
Energy: -1364.98062 hartree
SMILES: CC(C)N(C)Cc1nnnn1CC(=O)NCCc1cccc(C(F)(F)F)c1
Molecular weight: 384.41 g/mol
Energy relative to the best compared isomer or geometry (same formula, charge and spin): 0.201 eV
LUMO energy: 0.7 eV
Orbital gap: 9.35 eV
Strongest force on any atom: 1.6 eV/Å


Repeat the first record exactly.
C17H22N4O5 | the ωB97M-V functional and the def2-TZVPD basis

Cartesian coordinates (Å):
O  -3.47  1.11  -3.40
O  -5.48  0.73  -2.45
O  2.16  -3.09  -1.42
O  2.39  1.97  0.48
O  -1.91  0.12  1.05
N  0.70  0.58  1.09
N  3.34  0.46  4.62
N  -2.17  0.79  -1.08
N  1.83  2.50  3.49
C  -1.42  0.47  -0.01
C  2.46  -1.90  -2.12
C  2.93  0.41  3.36
C  0.54  -0.70  -1.03
C  -6.10  0.87  -3.74
C  -5.93  -1.37  -5.16
C  3.46  1.61  6.75
C  2.24  2.55  4.75
C  0.09  0.53  -0.22
C  2.52  -4.24  -2.14
C  2.18  1.43  2.79
C  1.77  1.37  1.34
C  -6.00  -0.36  -4.52
C  2.04  -0.71  -1.29
C  -4.14  0.85  -2.43
C  -3.60  0.64  -1.05
C  3.00  1.54  5.33
H  3.10  2.52  7.24
H  3.60  -4.26  -2.33
H  1.99  -4.30  -3.09
H  3.54  -1.86  -2.33
H  2.35  0.20  -1.80
H  -5.86  -2.26  -5.73
H  2.26  -5.11  -1.53
H  -7.14  1.10  -3.53
H  -5.64  1.70  -4.28
H  4.55  1.59  6.79
H  1.95  3.42  5.32
H  0.12  0.26  1.85
H  0.36  1.44  -0.76
H  -1.76  1.04  -1.97
H  -3.89  -0.34  -0.69
H  3.21  -0.47  2.79
H  1.94  -1.90  -3.09
H  0.01  -0.70  -1.98
H  2.59  -0.74  -0.34
H  0.25  -1.60  -0.49
H  3.10  0.74  7.31
H  -4.07  1.37  -0.37

HOMO energy: -9.36 eV
Energy: -1256.19239 hartree
SMILES: C#CCOC(=O)CNC(=O)[C@H](CCCOC)NC(=O)c1cnc(C)cn1
Molecular weight: 362.39 g/mol
Energy relative to the best compared isomer or geometry (same formula, charge and spin): 2.233 eV
LUMO energy: 0.6 eV
Orbital gap: 9.92 eV
Strongest force on any atom: 0.1 eV/Å


Which value of molecular weight does entry 4 give? 628.42 g/mol